12
Properties=species:S:1:pos:R:3:forces:R:3 method="wB97M-V/def2-TZVPD" e_tot_ha=-679.6857 gap_ev=8.817 de_lowest_kcal_mol=62.5
H 1.8542 1.2059 0.1212 0.26 -0.38 0.52
N 1.1391 1.9086 0.1303 -3.81 -0.80 -0.92
C -0.0568 1.3944 -0.0750 1.47 3.27 -1.12
N -0.4843 0.0284 -0.2151 2.85 -2.13 1.16
C -1.7207 -0.4581 0.1393 -0.53 -1.97 0.69
S -3.1211 0.3202 -0.0221 -0.03 -0.07 0.20
C 0.5830 -0.9967 -0.1346 0.37 4.61 1.17
N 1.7963 -0.5850 0.0341 -2.21 -1.72 -1.49
H 2.3169 -1.4107 -0.1524 1.34 -0.95 0.55
H -0.8328 2.1714 -0.4060 0.61 -1.57 1.11
H -1.6742 -1.6052 0.5963 -0.09 2.94 -1.34
H 0.2004 -1.9733 -0.0158 -0.23 -1.23 -0.54

47
Properties=species:S:1:pos:R:3:forces:R:3 method="wB97M-V/def2-TZVPD" e_tot_ha=-2115.2505 gap_ev=7.141
Sn -0.1144 0.5291 -0.9652 -1.14 0.41 -0.05
C -0.1235 4.6561 1.8610 0.06 -0.03 -0.01
C -0.0667 3.7123 0.6716 -0.33 0.12 -0.07
C 0.4119 4.4409 -0.5786 0.05 -0.15 0.04
O 0.8659 2.6409 0.9059 0.02 0.02 0.06
C -1.4833 3.1425 0.3603 0.34 0.35 0.19
O -2.4443 3.8770 0.4636 0.07 -0.13 -0.10
O -1.5112 1.9055 -0.0126 0.05 -1.00 -0.32
H 0.8422 5.1421 2.0092 0.03 -0.06 0.01
H -0.3971 4.1226 2.7741 -0.01 -0.01 0.00
H -0.8810 5.4148 1.6804 -0.03 -0.02 0.02
H 1.4141 4.8453 -0.4223 0.00 -0.01 0.01
H -0.2639 5.2616 -0.8088 -0.04 -0.02 0.00
H 0.4260 3.7570 -1.4313 0.02 0.07 -0.05
H 0.6359 2.2415 1.7542 0.09 0.00 -0.03
N 3.1109 2.3493 -1.0710 -0.03 0.04 -0.09
C 3.5747 1.1184 -0.7325 0.33 -0.31 0.01
N 2.8424 0.0440 -0.6440 0.01 -0.23 0.17
C 3.6317 -1.0707 -0.3870 0.48 0.43 0.05
C 4.9578 -0.8105 -0.2539 0.01 0.06 -0.02
S 5.2814 0.8657 -0.4611 -0.31 -0.02 -0.11
C 3.0967 -2.4283 -0.2852 0.05 -0.44 -0.01
C 3.8771 -3.5403 -0.2993 0.04 0.00 -0.06
S 2.9226 -4.9594 -0.1078 -0.36 0.34 0.05
C 1.4975 -3.9262 -0.0078 0.76 -0.29 -0.03
N 1.7492 -2.6597 -0.1328 -0.50 0.16 0.09
N 0.2902 -4.4887 0.2351 -0.14 0.20 0.03
H 2.1522 2.5252 -0.8127 0.02 0.06 0.09
H 3.7382 3.1200 -0.9196 -0.05 0.06 0.05
H 5.7656 -1.4927 -0.0548 -0.05 -0.04 0.05
H 4.9432 -3.6202 -0.4224 -0.01 0.04 -0.03
H 0.2040 -5.4870 0.2196 -0.13 0.03 -0.06
H -0.5350 -3.9189 0.1442 -0.02 -0.01 -0.02
C -1.2921 -1.3563 -0.4348 0.66 0.48 0.03
C -2.7437 -1.6154 -0.2721 -0.15 0.06 0.00
C -3.5720 -1.7981 -1.3832 0.10 0.17 0.02
C -4.9016 -2.1531 -1.2362 -0.06 -0.02 0.02
C -5.4381 -2.3460 0.0297 -0.03 0.03 -0.02
C -4.6360 -2.1504 1.1440 -0.05 -0.04 0.00
C -3.3053 -1.7939 0.9946 0.07 0.13 -0.05
H -0.8879 -1.9651 -1.2501 0.11 -0.12 0.10
H -0.7478 -1.6047 0.4771 0.08 -0.30 0.04
H -3.1567 -1.6522 -2.3746 -0.02 -0.04 -0.02
H -5.5267 -2.2818 -2.1110 0.03 -0.02 -0.02
H -6.4713 -2.6460 0.1451 -0.01 0.04 0.00
H -5.0529 -2.2898 2.1337 0.04 0.01 0.02
H -2.6790 -1.6562 1.8693 -0.03 -0.01 0.01

13
Properties=species:S:1:pos:R:3:forces:R:3 method="wB97M-V/def2-TZVPD" e_tot_ha=-286.5346 smiles="C/N=C/[C@H]1CO1" gap_ev=11.029 de_lowest_kcal_mol=60.9
C 2.1258 -0.7981 -0.3517 0.16 -0.08 -0.05
N 0.9014 -0.2223 0.1649 -0.33 0.02 -0.35
C -0.0698 -0.1002 -0.6340 0.20 0.02 0.20
C -1.3397 0.5700 -0.2170 -0.03 -0.13 -0.17
C -1.7516 0.6235 1.1905 -0.14 -0.19 0.20
O -1.1882 1.7528 0.5570 0.01 0.22 0.01
H 2.1589 -0.8396 -1.4515 -0.04 -0.03 0.16
H 2.2505 -1.8122 0.0432 -0.01 0.14 0.00
H 2.9732 -0.2040 0.0035 -0.12 -0.09 -0.06
H -0.0249 -0.4485 -1.6787 0.05 0.08 0.12
H -2.1075 0.6349 -0.9891 0.12 -0.02 0.13
H -2.8115 0.7065 1.4337 0.17 -0.03 -0.06
H -1.1165 0.1372 1.9293 -0.04 0.09 -0.13

62
Properties=species:S:1:pos:R:3:forces:R:3 method="wB97M-V/def2-TZVPD" charge=+4 multiplicity=2 e_tot_ha=-2345.2759 gap_ev="8.342 / 3.237" s_squared=0.755
Rb 1.5431 -3.2045 -3.3394 -0.14 -0.14 0.09
Rb 1.1529 -4.2834 1.8322 -0.66 -0.17 -0.04
Rb 4.3906 -0.1955 -2.2138 -0.15 0.04 -0.43
Rb 3.2175 1.7148 0.9566 -0.37 0.08 0.18
Rb 4.3761 -1.7304 3.1382 0.25 -0.04 0.71
S 1.6496 -1.3846 0.0840 -0.07 0.09 -0.12
O 1.8455 -2.6992 -0.5131 0.02 -1.79 -1.08
O 2.6917 -1.1836 1.0778 2.67 0.49 2.13
O 1.8613 -0.3653 -0.9454 0.02 1.39 -1.30
O 0.3871 -1.2790 0.7558 -1.80 0.15 0.20
C 0.2954 0.7097 3.6049 -1.04 0.18 1.27
C 1.1286 1.1826 4.7880 1.17 -1.55 -1.38
C 0.7043 0.8374 6.1793 0.23 1.20 0.82
O 1.4372 -0.3120 6.6082 0.22 -0.80 -2.11
C 2.4951 -0.4659 5.7537 2.17 0.96 3.12
O 3.5196 -1.0601 6.1118 -2.75 0.68 -2.49
O 2.4272 0.4157 4.6922 -0.49 -0.44 0.64
H -0.0743 -0.3114 3.6979 1.04 -0.53 -0.07
H 0.7725 0.9008 2.6437 -0.34 -0.09 0.05
H -0.6920 1.1543 3.7298 0.05 0.97 -0.61
H 1.3451 2.2506 4.7645 0.22 -0.13 -0.38
H -0.3824 0.8146 6.2603 0.16 -0.61 0.44
H 1.1316 1.6334 6.7891 -0.64 0.12 0.39
C 2.6320 1.9160 -7.8407 0.99 0.21 -0.80
C 2.0408 2.6292 -6.6671 1.74 -1.21 -0.89
C 0.5669 2.5247 -6.5369 0.25 1.14 -3.15
O 0.3995 1.9761 -5.2653 -3.41 -0.96 2.30
C 1.4866 1.4302 -4.7795 3.01 -0.60 1.77
O 1.7336 0.6987 -3.7347 -2.12 2.35 -3.59
O 2.4799 1.8553 -5.5184 1.37 -0.47 0.88
H 3.7092 1.8363 -7.6942 0.09 -0.02 0.18
H 2.5798 2.5639 -8.7157 -0.46 -0.30 -0.28
H 2.2752 0.9015 -8.0182 -0.39 0.22 -0.07
H 2.5298 3.6033 -6.6750 -0.49 0.20 0.78
H 0.1097 1.9987 -7.3750 0.23 -1.76 0.58
H 0.1357 3.4427 -6.9360 -0.60 1.04 2.23
C -1.5086 1.8874 -0.8198 -0.12 1.48 0.87
C -1.5267 1.2449 -2.1837 2.06 0.12 1.95
C -1.0335 -0.1816 -2.1066 0.00 0.84 0.03
O -2.1409 -0.8417 -2.7766 -0.46 -3.53 -0.78
C -3.1842 -0.1124 -2.9175 6.39 4.00 2.59
O -4.3233 -0.4929 -2.9984 -3.67 -1.41 -0.92
O -2.8575 1.1571 -2.6885 -2.25 0.03 -1.22
H -0.5622 1.8671 -0.2794 0.62 -0.50 -0.75
H -2.1543 1.5097 -0.0271 -0.64 -0.34 -0.58
H -1.6738 2.9605 -0.9164 -0.44 0.01 -0.01
H -0.8266 1.8007 -2.8076 -0.83 0.25 -0.73
H -0.8799 -0.4873 -1.0717 -0.53 -0.63 -0.07
H -0.0921 -0.3235 -2.6374 -0.30 -0.22 -0.38
C -2.8511 -2.0119 4.9106 -1.05 0.20 -1.32
C -3.5185 -2.0503 3.3906 0.91 0.66 2.81
C -2.6110 -1.6501 2.2734 1.93 2.02 0.62
O -1.9644 -2.8683 1.8029 -0.40 1.84 -0.38
C -2.6476 -3.8588 2.3333 -0.73 -3.60 0.99
O -2.3327 -5.0437 2.2128 -0.69 3.02 0.20
O -3.6989 -3.3732 3.0619 -0.01 -3.30 -0.73
H -3.2584 -2.8209 5.5170 0.12 -0.41 -0.47
H -3.0953 -1.1643 5.5511 -0.15 0.55 -0.63
H -1.7633 -2.0702 4.8739 0.06 -0.26 -0.18
H -4.4798 -1.5377 3.3542 0.11 -0.06 0.18
H -1.7932 -1.0567 2.6825 0.02 0.16 -0.25
H -3.1241 -0.9975 1.5670 0.10 -0.82 -0.81

20
Properties=species:S:1:pos:R:3:forces:R:3 method="wB97M-V/def2-TZVPD" e_tot_ha=-402.5589 smiles=CNCCO.O.O gap_ev=9.956 de_lowest_kcal_mol=13.5
C 1.4217 -2.0399 -0.5424 -0.45 0.30 -0.01
N 0.6538 -0.8380 -0.2632 0.55 -0.32 0.74
C 0.7407 0.2418 -1.2027 0.46 0.10 -0.80
C -0.5344 1.0463 -1.2538 -0.30 -0.14 0.78
O -0.8925 1.5818 0.0361 0.20 -0.01 -0.61
H 1.0513 -2.8520 0.0812 0.10 -0.02 -0.01
H 2.4694 -1.8757 -0.3231 0.32 -0.03 0.07
H 1.3408 -2.3324 -1.5895 -0.02 -0.18 -0.21
H -0.2640 -1.0102 0.1043 -0.31 -0.05 -0.29
H 1.6293 0.8745 -1.0234 -0.34 0.07 0.37
H 0.9459 -0.1164 -2.2260 -0.29 -0.22 0.01
H -0.4477 1.8290 -2.0082 -0.06 0.15 0.09
H -1.3702 0.3818 -1.5135 0.19 0.14 -0.22
H -0.1064 1.6004 0.6042 -0.04 -0.01 0.19
O 0.8427 0.7574 2.1991 0.24 -0.04 -0.02
H 1.1182 -0.0160 1.6731 -0.25 0.20 -0.05
H 0.2064 0.4248 2.8405 -0.04 0.02 -0.02
O -2.9008 0.5617 1.7919 0.11 -0.20 0.00
H -3.7010 0.9725 1.4548 0.02 0.03 0.00
H -2.2033 0.8086 1.1605 -0.09 0.21 -0.01